C4H9NOS | ωB97M-V/def2-TZVPD

Properties
Net charge: 0
Max |F| (eV/A): 1.43
Total energy (hartree): -685.84283
Relative energy (zero: lowest compared OMol25 entry of this formula, charge and spin) (kJ/mol): 462.4
2S+1: 1
HOMO (eV): -7.77
Frontier orbital gap (eV): 8.59

Last column: natural (NBO) charge in e.
Geometry (Å):
C (-1.525, 0.232, -0.533)  -0.666
C (-1.066, -1.935, 0.631)  -0.373
C (0.920, 1.508, 0.937)  -0.822
C (-0.692, -0.738, 0.221)  -0.177
N (2.091, -0.554, -0.407)  -0.630
O (1.740, 0.096, -1.652)  -0.638
S (1.061, -0.332, 0.738)  1.035
H (-1.332, 0.135, -1.602)  0.242
H (-2.583, 0.041, -0.348)  0.221
H (-1.304, 1.259, -0.249)  0.222
H (-0.387, -2.572, 1.173)  0.210
H (-2.050, -2.333, 0.441)  0.201
H (2.333, -0.332, -2.281)  0.475
H (0.775, 1.968, -0.034)  0.239
H (1.889, 1.804, 1.330)  0.239
H (0.131, 1.753, 1.636)  0.222